Formula: C30H77N3O10
Source: the OMol25 dataset
Level of theory: wB97M-V/def2-TZVPD

Each line ends with the Löwdin charge.
Cartesian coordinates (Å):
C -2.89 -4.37 -1.61  -0.157
O -1.86 -4.28 -2.60  -0.102
H -3.85 -4.00 -1.96  0.073
H -2.94 -5.42 -1.31  0.084
H -2.63 -3.78 -0.73  0.044
H -1.85 -3.46 -3.08  0.055
C -3.12 -2.31 4.37  -0.097
O -3.23 -2.64 2.98  -0.149
H -4.07 -1.98 4.79  0.094
H -3.01 -3.28 4.86  0.090
H -2.17 -1.80 4.56  0.108
H -4.16 -2.85 2.87  0.107
C 3.26 -2.55 2.06  -0.145
O 2.11 -1.83 2.39  -0.145
H 3.70 -2.09 1.18  0.079
H 3.99 -2.64 2.87  0.089
H 3.01 -3.59 1.82  0.072
H 1.36 -2.07 1.84  0.027
O -1.66 -4.45 1.72  -0.040
H -2.21 -5.19 1.46  0.086
H -2.15 -4.01 2.41  0.021
O -0.34 -2.16 1.02  -0.039
H -0.97 -1.45 1.11  0.020
H -0.82 -2.95 1.27  0.000
O 0.87 -5.45 2.45  -0.041
H -0.02 -5.09 2.48  -0.018
H 1.28 -5.13 3.25  0.042
O 1.06 -4.21 -0.44  -0.038
H 0.66 -3.37 -0.21  -0.018
H 0.72 -4.82 0.22  0.000
C 0.52 -1.05 -6.19  -0.011
C 1.74 -1.25 -5.23  -0.471
C 2.89 -0.18 -5.39  -0.126
C 2.54 1.18 -4.87  -0.204
C 2.33 1.04 -3.38  -0.156
C 1.27 -0.01 -3.01  -0.430
N 1.43 -1.29 -3.76  -0.103
O 0.43 -2.20 -3.41  -0.003
C 1.46 -0.32 -1.46  -0.011
C -0.10 0.66 -3.13  -0.040
C 2.31 -2.61 -5.52  -0.051
H 0.01 -0.14 -5.89  0.061
H -0.15 -1.90 -6.02  0.072
H 0.79 -1.04 -7.25  0.092
H 3.81 -0.50 -4.89  0.127
H 3.14 0.03 -6.43  0.120
H 1.73 1.69 -5.39  0.114
H 3.38 1.86 -5.01  0.117
H 2.02 2.04 -3.07  0.113
H 3.27 0.97 -2.82  0.116
H 0.55 -0.70 -1.00  0.045
H 2.09 -1.19 -1.26  0.090
H 1.91 0.45 -0.84  0.059
H -0.40 1.10 -4.08  0.077
H -0.92 -0.05 -3.02  0.053
H -0.26 1.43 -2.37  0.065
H 1.51 -3.35 -5.44  0.086
H 3.14 -2.83 -4.86  0.092
H 2.81 -2.59 -6.49  0.089
H -0.31 -1.83 -3.90  0.062
C 1.89 3.00 3.64  -0.032
C 1.83 2.18 2.36  -0.422
C 1.46 3.16 1.16  -0.153
C 2.58 3.98 0.52  -0.153
C 3.72 2.96 0.18  -0.117
C 4.22 2.06 1.30  -0.546
N 3.12 1.42 2.03  -0.077
O 3.55 0.61 3.10  -0.011
C 4.99 0.97 0.61  -0.047
C 5.16 2.80 2.18  -0.038
C 0.66 1.14 2.33  -0.040
H 0.88 3.25 3.96  0.076
H 2.49 3.91 3.63  0.081
H 2.37 2.39 4.42  0.083
H 1.07 2.65 0.27  0.091
H 0.74 3.87 1.57  0.109
H 2.81 4.81 1.18  0.106
H 2.07 4.38 -0.36  0.106
H 4.55 3.55 -0.21  0.121
H 3.59 2.39 -0.74  0.093
H 4.37 0.43 -0.11  0.069
H 5.90 1.16 0.03  0.096
H 5.28 0.14 1.25  0.083
H 4.78 3.74 2.56  0.082
H 5.46 2.17 3.02  0.091
H 6.10 3.06 1.68  0.092
H 0.69 0.68 1.34  0.058
H -0.34 1.55 2.44  0.041
H 0.82 0.38 3.10  0.082
H 3.12 -0.21 2.85  0.048
C -2.97 -0.22 -0.94  -0.013
C -3.20 1.00 -0.04  -0.401
C -4.50 1.66 -0.66  -0.109
C -5.05 2.82 0.20  -0.140
C -5.36 2.30 1.64  -0.125
C -4.12 1.72 2.32  -0.444
N -3.45 0.74 1.43  0.145
O -2.48 -0.02 2.12  0.090
C -3.22 2.91 2.78  0.019
C -4.64 0.98 3.57  -0.019
C -2.01 1.96 -0.16  0.001
H -1.92 -0.47 -0.84  0.071
H -3.05 0.07 -1.99  0.097
H -3.73 -1.00 -0.86  0.099
H -4.36 2.05 -1.67  0.130
H -5.27 0.90 -0.82  0.122
H -5.95 3.24 -0.25  0.121
H -4.34 3.65 0.24  0.104
H -6.12 1.52 1.67  0.123
H -5.79 3.14 2.20  0.137
H -3.50 3.41 3.71  0.107
H -2.15 2.69 2.83  0.074
H -3.33 3.73 2.08  0.077
H -5.17 1.65 4.24  0.111
H -5.36 0.21 3.28  0.094
H -3.87 0.51 4.18  0.082
H -1.07 1.45 0.03  0.070
H -2.03 2.90 0.39  0.085
H -1.90 2.37 -1.17  0.104
H -3.06 -0.68 2.51  0.073

Values from the calculation:
LUMO level (spin up / spin down), Eh: -0.109 / -0.253
Total charge: +1
Spin multiplicity: 2
HOMO energy (spin up / spin down), eV: -9.73 / -9.72
Maximum force, eV/Å: 3.09

---

Formula: C30H78ClNO12P
Source: the OMol25 dataset
Level of theory: wB97M-V/def2-TZVPD

Each line ends with the Löwdin charge.
Cartesian coordinates (Å):
C 0.50 1.61 -1.94  0.031
C 1.55 0.67 -1.41  -0.595
O 2.63 1.06 -1.22  0.140
O 1.28 -0.61 -1.14  -0.007
C 0.25 -1.24 -1.93  -0.179
C 0.52 -1.34 -3.42  -0.205
C 1.34 -2.56 -3.85  -0.285
C 2.63 -2.82 -3.07  -0.349
P 4.27 -2.41 -3.93  0.257
Cl 3.49 -0.54 -4.81  0.112
O 3.80 -3.40 -5.40  -0.399
N 4.70 -3.24 -6.40  -0.164
O 4.99 -4.30 -6.87  -0.063
H 0.51 1.58 -3.02  0.090
H 0.79 2.60 -1.63  0.078
H -0.47 1.36 -1.54  0.059
H -0.68 -0.69 -1.79  0.103
H 0.05 -2.23 -1.56  0.099
H -0.46 -1.45 -3.89  0.113
H 0.93 -0.44 -3.85  0.056
H 1.50 -2.49 -4.92  0.073
H 0.69 -3.43 -3.71  0.097
H 2.67 -2.34 -2.10  0.059
H 2.67 -3.89 -2.89  0.056
H 5.53 -2.10 -4.53  -0.056
H 4.73 -1.72 -2.74  -0.056
H 4.86 -3.62 -3.37  -0.029
C -2.67 1.36 2.77  -0.047
C -3.00 1.01 1.32  -0.472
C -3.14 -0.49 1.13  -0.051
O -1.97 1.51 0.46  -0.063
H -1.73 0.91 3.07  0.075
H -2.57 2.44 2.89  0.065
H -3.46 1.01 3.44  0.068
H -3.92 1.51 1.02  0.137
H -2.20 -1.00 1.39  0.068
H -3.36 -0.73 0.09  0.083
H -3.94 -0.89 1.76  0.078
H -1.14 1.08 0.71  0.084
C 0.93 4.90 1.31  -0.058
C -0.48 5.39 1.07  -0.493
C -1.27 5.50 2.37  -0.058
O -1.13 4.49 0.18  -0.055
H 0.92 3.90 1.75  0.045
H 1.48 4.82 0.37  0.085
H 1.48 5.56 1.98  0.083
H -0.46 6.37 0.58  0.135
H -1.35 4.53 2.85  0.064
H -2.29 5.85 2.17  0.077
H -0.80 6.20 3.06  0.077
H -1.16 3.64 0.63  0.054
C 2.40 -3.95 -11.16  -0.071
C 1.66 -3.04 -10.18  -0.505
C 2.54 -1.90 -9.72  -0.058
O 1.21 -3.80 -9.06  -0.055
H 3.28 -4.39 -10.67  0.081
H 1.76 -4.77 -11.48  0.073
H 2.74 -3.40 -12.04  0.073
H 0.77 -2.64 -10.67  0.132
H 3.42 -2.28 -9.19  0.077
H 2.01 -1.26 -9.01  0.083
H 2.88 -1.29 -10.55  0.075
H 1.99 -4.16 -8.61  0.087
C 7.80 -4.79 -4.50  -0.062
C 8.71 -3.57 -4.53  -0.500
C 10.13 -3.93 -4.11  -0.076
O 8.19 -2.56 -3.67  -0.059
H 7.73 -5.20 -3.49  0.081
H 6.79 -4.52 -4.80  0.047
H 8.16 -5.57 -5.17  0.078
H 8.72 -3.15 -5.54  0.139
H 10.13 -4.31 -3.08  0.075
H 10.77 -3.05 -4.12  0.072
H 10.56 -4.69 -4.76  0.073
H 8.16 -2.92 -2.77  0.087
C 2.04 2.59 3.77  -0.066
C 1.80 1.10 3.88  -0.489
C 3.11 0.33 3.99  -0.060
O 1.07 0.64 2.74  -0.063
H 2.62 2.82 2.87  0.084
H 1.09 3.12 3.69  0.062
H 2.58 2.98 4.64  0.082
H 1.18 0.89 4.76  0.135
H 3.72 0.49 3.10  0.087
H 2.92 -0.74 4.06  0.079
H 3.68 0.64 4.87  0.077
H 1.60 0.81 1.96  0.087
C -7.00 1.27 4.07  -0.063
C -6.53 2.46 4.90  -0.497
C -7.62 3.51 5.02  -0.065
O -5.37 3.03 4.30  -0.058
H -7.25 1.58 3.06  0.081
H -6.20 0.52 3.99  0.071
H -7.87 0.79 4.52  0.078
H -6.24 2.12 5.89  0.135
H -7.90 3.89 4.03  0.082
H -7.27 4.36 5.60  0.059
H -8.52 3.10 5.49  0.081
H -5.60 3.33 3.42  0.088
C -1.35 -4.06 1.89  -0.058
C -1.72 -4.54 0.49  -0.496
C -1.93 -6.05 0.46  -0.065
O -0.71 -4.16 -0.44  -0.056
H -0.41 -4.52 2.21  0.083
H -1.20 -2.98 1.89  0.061
H -2.13 -4.31 2.61  0.079
H -2.64 -4.04 0.16  0.136
H -1.01 -6.56 0.74  0.081
H -2.19 -6.37 -0.55  0.079
H -2.72 -6.35 1.14  0.076
H 0.11 -4.59 -0.17  0.097
C -5.10 5.43 9.19  -0.063
C -6.53 5.86 8.89  -0.495
C -7.34 6.01 10.17  -0.066
O -7.15 4.90 8.04  -0.064
H -5.08 4.46 9.69  0.081
H -4.54 5.33 8.26  0.081
H -4.59 6.16 9.82  0.079
H -6.53 6.80 8.35  0.138
H -7.39 5.05 10.71  0.080
H -8.36 6.30 9.95  0.078
H -6.90 6.75 10.84  0.078
H -7.17 4.05 8.50  0.089

Values from the calculation:
LUMO level, Eh: 0.063
Total charge: -1
HOMO energy, eV: -4.76
Maximum force, eV/Å: 4.73

---

Formula: C30H78Cr2F8N6O11P2
Source: the OMol25 dataset
Level of theory: wB97M-V/def2-TZVPD

Each line ends with the Löwdin charge.
Cartesian coordinates (Å):
Cr -0.30 3.18 -0.67  0.473
Cr -2.57 -2.79 0.63  0.782
P -4.54 -0.03 -0.41  0.185
F -5.45 -0.42 -1.71  -0.144
F -5.36 1.32 -0.16  -0.123
F -5.70 -0.86 0.50  -0.184
F -3.66 0.23 0.88  -0.118
F -3.73 -1.43 -0.50  -0.202
F -3.47 0.67 -1.32  -0.101
O -1.11 -1.45 0.06  -0.333
P -0.33 -0.35 -0.68  0.493
O -0.52 1.14 -0.45  -0.313
F -0.54 -0.55 -2.28  -0.123
F 1.28 -0.56 -0.43  -0.149
C 2.26 3.58 -2.52  -0.048
O 0.97 2.96 -2.41  -0.278
C 0.18 3.14 -3.52  -0.231
C -1.20 2.46 -3.39  -0.165
N -2.05 2.96 -2.31  -0.072
C -2.93 3.99 -2.78  -0.195
C -4.38 3.49 -3.00  -0.201
O -4.36 2.54 -4.06  -0.185
C -5.64 2.42 -4.70  -0.099
H 2.71 3.69 -1.54  0.086
H 2.32 4.47 -3.14  0.101
H 2.89 2.85 -3.03  0.070
H 0.64 2.60 -4.36  0.129
H 0.12 4.17 -3.87  0.129
H -1.00 1.40 -3.21  0.101
H -1.69 2.56 -4.36  0.124
H -2.73 2.22 -2.15  0.071
H -2.64 4.52 -3.68  0.127
H -2.96 4.78 -2.03  0.110
H -4.96 4.37 -3.28  0.119
H -4.88 3.13 -2.10  0.114
H -5.64 1.66 -5.48  0.086
H -6.03 3.33 -5.14  0.084
H -6.37 2.09 -3.96  0.086
C -2.50 -3.12 -2.58  -0.062
O -2.51 -3.70 -1.30  -0.282
C -1.85 -4.97 -1.32  -0.144
C -1.96 -5.50 0.13  -0.134
N -1.48 -4.56 1.22  -0.076
C -0.05 -4.42 1.05  -0.198
C 0.76 -3.83 2.22  -0.210
O 0.55 -2.47 2.38  -0.194
C 1.45 -1.79 3.21  -0.084
H -1.51 -3.08 -3.02  0.101
H -2.80 -2.07 -2.56  0.094
H -3.12 -3.66 -3.30  0.110
H -0.80 -4.81 -1.55  0.128
H -2.25 -5.62 -2.09  0.145
H -1.45 -6.47 0.12  0.132
H -3.01 -5.68 0.36  0.111
H -1.43 -5.11 2.06  0.131
H 0.16 -3.64 0.31  0.113
H 0.41 -5.33 0.66  0.134
H 1.76 -4.09 1.89  0.129
H 0.66 -4.41 3.14  0.130
H 1.22 -0.74 3.07  0.079
H 2.50 -1.94 2.96  0.082
H 1.33 -2.12 4.24  0.102
C -5.38 -4.36 -0.13  -0.040
O -4.42 -3.81 0.80  -0.293
C -5.05 -3.58 2.09  -0.146
C -3.97 -3.17 3.10  -0.175
N -3.15 -2.01 2.62  -0.071
C -2.23 -1.64 3.73  -0.115
C -1.56 -0.21 3.45  -0.206
O -2.52 0.78 3.64  -0.215
C -2.69 1.27 5.02  -0.030
H -6.03 -3.55 -0.45  0.104
H -5.97 -5.13 0.36  0.102
H -5.06 -4.70 -1.11  0.098
H -5.48 -4.46 2.56  0.137
H -5.75 -2.74 2.08  0.131
H -3.41 -4.02 3.50  0.123
H -4.52 -2.90 4.00  0.129
H -3.77 -1.21 2.57  0.111
H -1.46 -2.39 3.93  0.114
H -2.91 -1.48 4.58  0.111
H -1.20 -0.21 2.42  0.100
H -0.69 -0.03 4.08  0.112
H -3.48 1.99 5.22  0.095
H -1.74 1.76 5.27  0.078
H -2.79 0.43 5.71  0.078
C 1.67 2.51 3.08  -0.034
C 0.61 2.48 1.92  -0.355
C -0.64 3.32 2.22  -0.157
O -1.50 3.20 1.10  -0.287
C -2.84 3.54 1.34  -0.064
N 1.37 2.94 0.72  0.005
H 2.11 3.50 3.10  0.081
H 2.53 1.83 3.10  0.057
H 1.16 2.35 4.02  0.069
H 0.30 1.44 1.83  0.107
H -0.48 4.39 2.38  0.141
H -1.01 2.86 3.13  0.112
H -3.29 2.91 2.12  0.090
H -3.45 3.40 0.45  0.087
H -2.93 4.60 1.59  0.098
H 2.07 2.22 0.59  0.028
H 1.92 3.76 0.96  0.089
C 4.35 -1.28 0.92  -0.029
C 4.16 0.22 1.33  -0.406
C 5.42 0.97 1.78  -0.194
O 6.06 0.25 2.80  -0.187
C 7.17 0.89 3.34  -0.120
N 3.48 0.94 0.29  0.062
H 3.35 -1.65 0.67  0.054
H 4.82 -1.89 1.69  0.076
H 4.93 -1.31 0.00  0.069
H 3.50 0.17 2.19  0.100
H 5.19 1.93 2.23  0.124
H 6.08 1.07 0.93  0.121
H 7.66 0.31 4.11  0.089
H 6.80 1.76 3.89  0.089
H 7.96 1.09 2.61  0.092
H 2.66 0.42 0.03  0.039
H 4.06 0.87 -0.54  0.062
C 7.22 0.90 -2.36  -0.061
C 6.50 0.68 -3.68  -0.461
C 5.05 1.13 -3.57  -0.157
O 4.22 0.43 -2.58  -0.230
C 3.89 -0.86 -3.03  -0.126
N 7.20 1.49 -4.62  0.033
H 6.81 0.28 -1.57  0.065
H 7.24 1.94 -2.03  0.091
H 8.23 0.56 -2.55  0.084
H 6.49 -0.34 -4.07  0.143
H 4.47 1.14 -4.49  0.126
H 5.02 2.14 -3.16  0.114
H 4.71 -1.53 -2.78  0.083
H 3.55 -1.05 -4.04  0.096
H 3.12 -1.29 -2.38  0.070
H 7.45 2.34 -4.13  0.071
H 8.10 1.05 -4.71  0.076

Values from the calculation:
LUMO level (spin up / spin down), Eh: -0.077 / -0.077
Total charge: +1
Spin multiplicity: 10
HOMO energy (spin up / spin down), eV: -6.20 / -10.95
Maximum force, eV/Å: 4.43

---

maximum force of number 2 (C30H78ClNO12P)? 4.73 eV/Å

---

The highest maximum force belongs to which entry? C30H78ClNO12P